[1]
Molecular formula: C25H49NO2SScSi2
Method: DFT, ωB97M-V/def2-TZVPD

Element x y z (Å)
1 O -1.210 1.325 2.020
2 O -0.563 3.112 0.742
3 C -2.354 0.430 1.962
4 C -2.214 -0.679 2.935
5 H -2.471 0.029 0.916
6 H -3.293 1.045 2.181
7 H -1.486 -1.431 2.635
8 H -3.175 -1.177 3.093
9 H -1.901 -0.301 3.901
10 C 0.234 0.963 2.735
11 C -0.049 1.972 3.797
12 H 1.083 1.191 2.069
13 H 0.232 -0.124 2.835
14 H -0.283 2.943 3.325
15 H 0.679 2.168 4.586
16 H -1.037 1.626 4.145
17 C 0.478 3.852 0.073
18 C -1.956 3.706 0.787
19 C 1.631 3.870 1.034
20 H 0.026 4.804 -0.149
21 H 0.732 3.335 -0.835
22 H 1.210 4.183 2.011
23 H 2.384 4.575 0.694
24 H 2.091 2.898 1.179
25 C -1.793 4.791 1.784
26 H -2.690 2.940 1.132
27 H -2.224 3.940 -0.264
28 H -1.193 4.437 2.615
29 H -2.780 5.100 2.086
30 H -1.193 5.556 1.302
31 H -1.206 2.350 2.106
32 Sc 0.718 -1.370 -1.014
33 C 0.495 0.299 -2.099
34 Si -1.175 1.338 -2.516
35 H 0.882 1.166 -1.506
36 H 1.174 -0.031 -2.926
37 C -2.896 1.201 -1.665
38 C -1.274 0.375 -4.125
39 C -1.067 3.201 -2.964
40 C -1.283 -2.326 -1.476
41 Si -0.240 -3.809 -1.959
42 H -1.674 -1.595 -2.189
43 H -1.896 -2.388 -0.558
44 C -0.616 -4.049 -3.760
45 C -0.888 -5.215 -0.929
46 C 1.640 -3.666 -1.694
47 H -1.708 3.347 -3.857
48 H -0.027 3.434 -3.245
49 H -1.389 3.916 -2.182
50 H -3.167 0.150 -1.498
51 H -3.666 1.631 -2.333
52 H -3.015 1.710 -0.699
53 H -1.110 -0.688 -3.877
54 H -0.417 0.761 -4.690
55 H -2.248 0.550 -4.623
56 H -1.922 -5.000 -0.648
57 H -0.315 -5.390 -0.011
58 H -0.868 -6.121 -1.546
59 H 2.028 -3.686 -0.664
60 H 2.184 -2.889 -2.261
61 H 2.000 -4.618 -2.124
62 H -0.698 -5.118 -3.959
63 H 0.154 -3.609 -4.406
64 H -1.577 -3.564 -3.984
65 S 2.471 -3.960 2.473
66 C 0.814 -4.371 2.671
67 C -0.031 -3.436 2.046
68 C 0.668 -2.391 1.352
69 C 2.028 -2.494 1.574
70 C 3.035 -1.621 0.976
71 C 4.407 -1.647 1.302
72 C 5.241 -0.727 0.708
73 C 4.749 0.198 -0.223
74 C 3.408 0.109 -0.578
75 N 2.584 -0.823 -0.010
76 H 0.537 -5.260 3.229
77 H -1.115 -3.576 2.080
78 H 4.770 -2.397 1.979
79 H 6.315 -0.708 0.952
80 H 5.352 0.951 -0.679
81 H 2.922 0.772 -1.293

Summary:
frontier orbital gap: 0.2519 hartree
charge: +1
HOMO: -0.3480 Eh
E_LUMO: -0.0961 Eh

=====

[2]
Molecular formula: ClO4Sr
Method: DFT, ωB97M-V/def2-TZVPD

Element x y z (Å)
1 Sr -2.751 -0.768 -1.513
2 Cl 0.545 0.122 0.343
3 O 0.884 1.259 -0.418
4 O -0.869 0.046 0.254
5 O 1.156 -1.097 -0.222
6 O 1.036 0.439 1.556

Summary:
spin multiplicity: 2
frontier orbital gap (spin up / spin down): 0.2203 / 0.3003 hartree
HOMO (spin up / spin down): -0.2485 / -0.3438 Eh
<S²>: 0.75
E_LUMO (spin up / spin down): -0.0281 / -0.0435 Eh

=====

[3]
Molecular formula: C2HClN2O
Method: DFT, ωB97M-V/def2-TZVPD

Element x y z (Å)
1 C -0.093 1.303 -0.213
2 C -0.068 0.134 0.556
3 N -0.072 2.244 -0.870
4 N 0.881 -1.180 -0.722
5 O 0.118 -1.969 -1.078
6 Cl -1.525 -0.608 1.068
7 H 0.758 0.076 1.258

Summary:
frontier orbital gap (spin up / spin down): 0.2961 / 0.2962 hartree
HOMO (spin up / spin down): -0.3369 / -0.3370 Eh
E_LUMO (spin up / spin down): -0.0407 / -0.0408 Eh

=====

[4]
Molecular formula: C36H112N4O22
Method: DFT, ωB97M-V/def2-TZVPD

Element x y z (Å)
1 C 14.599 23.114 13.388
2 C 14.804 22.629 11.967
3 C 14.200 23.686 11.001
4 C 14.334 23.299 9.551
5 C 15.819 23.142 9.229
6 C 16.588 22.186 10.160
7 N 16.219 22.459 11.614
8 O 16.761 21.336 12.368
9 C 16.218 20.776 9.671
10 C 18.115 22.484 10.066
11 C 13.966 21.317 11.832
12 H 14.996 22.382 14.048
13 H 13.530 23.196 13.547
14 H 15.016 24.074 13.579
15 H 13.211 23.914 11.336
16 H 14.713 24.618 11.044
17 H 14.013 24.121 8.914
18 H 13.790 22.346 9.298
19 H 16.212 24.153 9.240
20 H 15.917 22.816 8.137
21 H 15.115 20.710 9.511
22 H 16.764 20.799 8.747
23 H 16.526 19.946 10.315
24 H 18.242 23.464 10.527
25 H 18.657 21.753 10.648
26 H 18.453 22.417 9.024
27 H 13.016 21.370 12.371
28 H 14.539 20.529 12.334
29 H 13.833 20.842 10.884
30 H 17.377 21.706 13.013
31 C 14.173 16.698 9.976
32 C 15.451 16.351 9.217
33 C 15.813 17.511 8.400
34 C 17.215 17.322 7.778
35 C 18.179 17.352 8.951
36 C 17.957 16.073 9.802
37 N 16.525 16.081 10.274
38 O 16.244 14.846 10.957
39 C 18.342 14.705 9.161
40 C 18.839 16.110 11.105
41 C 15.202 15.110 8.339
42 H 13.254 16.672 9.350
43 H 14.256 17.690 10.396
44 H 13.996 16.070 10.842
45 H 15.033 17.584 7.660
46 H 15.838 18.404 9.001
47 H 17.342 18.199 7.165
48 H 17.287 16.355 7.219
49 H 18.136 18.240 9.517
50 H 19.204 17.279 8.562
51 H 19.393 14.344 9.366
52 H 17.759 13.860 9.492
53 H 18.187 14.594 8.028
54 H 18.532 15.205 11.614
55 H 19.875 16.135 10.946
56 H 18.571 17.007 11.671
57 H 14.429 15.417 7.581
58 H 14.809 14.177 8.821
59 H 16.032 14.912 7.685
60 H 16.250 15.078 11.893
61 C 14.977 15.697 14.436
62 C 13.885 16.497 15.138
63 C 13.854 16.112 16.622
64 C 14.809 16.806 17.576
65 C 14.701 18.323 17.308
66 C 15.094 18.749 15.926
67 N 14.133 18.010 15.025
68 O 14.299 18.351 13.636
69 C 15.055 20.235 15.743
70 C 16.617 18.343 15.690
71 C 12.557 16.153 14.394
72 H 15.202 15.937 13.383
73 H 14.578 14.651 14.377
74 H 15.958 15.681 14.892
75 H 12.876 16.425 17.011
76 H 13.945 14.987 16.721
77 H 15.859 16.545 17.329
78 H 14.658 16.563 18.623
79 H 15.471 18.717 17.991
80 H 13.761 18.712 17.577
81 H 14.054 20.617 15.820
82 H 15.675 20.670 16.522
83 H 15.397 20.550 14.778
84 H 17.236 18.797 16.536
85 H 16.782 17.261 15.630
86 H 17.071 18.789 14.798
87 H 12.531 16.510 13.391
88 H 11.753 16.600 14.973
89 H 12.310 15.118 14.319
90 H 15.230 18.185 13.382
91 C 12.098 13.881 11.448
92 C 12.070 12.379 11.740
93 C 12.015 12.243 13.250
94 C 11.569 10.897 13.770
95 C 10.232 10.475 13.107
96 C 10.329 10.495 11.552
97 N 10.856 11.750 11.154
98 O 10.925 11.907 9.700
99 C 11.127 9.203 11.151
100 C 8.976 10.264 10.971
101 C 13.347 11.726 11.272
102 H 12.254 14.118 10.396
103 H 12.817 14.391 12.038
104 H 11.215 14.421 11.842
105 H 13.067 12.382 13.539
106 H 11.353 13.105 13.657
107 H 11.295 10.957 14.802
108 H 12.287 10.083 13.622
109 H 9.371 11.087 13.404
110 H 9.948 9.474 13.389
111 H 10.980 9.001 10.098
112 H 12.199 9.316 11.317
113 H 10.791 8.349 11.764
114 H 8.269 11.066 11.166
115 H 8.981 10.222 9.872
116 H 8.581 9.323 11.324
117 H 13.374 11.611 10.176
118 H 13.502 10.778 11.783
119 H 14.190 12.384 11.489
120 H 11.419 11.151 9.338
121 O 11.118 23.578 12.245
122 H 10.853 22.720 12.643
123 H 10.511 24.206 12.702
124 O 9.231 17.964 7.564
125 H 9.530 18.552 8.296
126 H 9.952 18.007 6.889
127 O 10.439 18.466 17.954
128 H 9.556 18.725 18.128
129 H 10.324 17.527 17.736
130 O 7.604 16.627 10.696
131 H 6.833 16.375 11.229
132 H 7.489 16.257 9.760
133 O 7.644 15.816 8.182
134 H 7.982 16.611 7.736
135 H 8.036 14.989 7.953
136 O 11.779 18.650 11.825
137 H 12.669 18.336 11.967
138 H 11.833 19.468 12.391
139 O 11.751 19.598 15.619
140 H 11.435 19.384 16.481
141 H 12.467 18.955 15.433
142 O 10.999 23.248 9.017
143 H 11.840 23.139 8.525
144 H 11.194 23.386 9.959
145 O 10.897 20.774 13.116
146 H 10.023 20.455 12.794
147 H 10.982 20.341 13.977
148 O 8.444 13.103 8.326
149 H 7.866 12.638 8.924
150 H 9.289 12.692 8.469
151 O 9.656 14.587 15.029
152 H 9.184 15.394 14.729
153 H 9.661 13.989 14.279
154 O 11.726 20.082 8.897
155 H 11.438 21.045 8.970
156 H 11.926 19.742 9.753
157 O 9.200 18.686 12.480
158 H 8.595 18.248 11.858
159 H 10.111 18.403 12.323
160 O 16.659 18.305 12.294
161 H 16.448 17.731 11.510
162 H 16.522 19.207 11.997
163 O 9.580 15.735 17.439
164 H 9.396 15.201 16.617
165 H 9.796 15.113 18.115
166 O 8.631 17.177 14.841
167 H 9.218 17.490 15.547
168 H 8.820 17.808 14.084
169 O 12.417 18.067 6.998
170 H 13.140 18.094 6.366
171 H 12.417 18.901 7.508
172 O 8.710 14.032 12.140
173 H 8.540 14.602 11.436
174 H 9.385 13.408 11.827

Summary:
frontier orbital gap: 0.3320 hartree
HOMO: -0.3189 Eh
E_LUMO: 0.0130 Eh